No. 1
14
Properties=species:S:1:pos:R:3:forces:R:3:lowdin_charge:R:1 method="wB97M-V/def2-TZVPD" total_energy_ha=-323.53208 mol_weight_da=90.10 homo_energy_ev="-23.3658 / -23.3680" orbital_gap_ha="0.4847 / 0.2984" multiplicity=2 total_charge=+2 e_above_lowest_ev=1.195
O 1.812853 -0.664149 -1.809263 0.5663 -0.0924 0.7213 0.31
C 0.837988 -0.773044 -0.989647 0.4201 1.4289 -1.2425 -0.32
C 0.173307 0.606378 -0.732386 -1.2831 -1.2436 0.1333 0.07
N -0.995902 0.463287 0.201764 1.1548 -0.1271 0.5986 0.05
C -0.626404 0.141964 1.638210 -0.3316 -0.3954 0.6049 0.05
O 0.364767 -1.827034 -0.554115 0.0350 -0.3926 0.5513 0.47
H 2.538379 -1.332551 -1.753607 -0.3161 -0.2833 -0.4221 0.23
H -0.215382 0.907585 -1.705991 0.1585 0.0775 -0.2745 0.19
H 0.937763 1.296936 -0.399541 0.1549 0.1309 0.3389 0.18
H -1.519564 1.343715 0.243928 -0.1920 -0.0399 -0.4029 0.21
H -1.592748 -0.301703 -0.123185 -0.5195 0.4095 -0.1670 0.19
H -1.536581 0.275070 2.221777 0.1206 0.2911 0.0944 0.13
H 0.186742 0.772254 1.983590 -0.1048 0.2377 -0.0681 0.13
H -0.365219 -0.908706 1.778468 0.1367 -0.0014 -0.4657 0.12



No. 2
4
Properties=species:S:1:pos:R:3:forces:R:3:lowdin_charge:R:1 method="wB97M-V/def2-TZVPD" total_energy_ha=-1068.65954 mol_weight_da=301.87 homo_energy_ev="-9.8165 / -9.8153" orbital_gap_ha="0.2841 / 0.2841" e_above_lowest_ev=3.669
O 1.967310 -0.034245 -0.419673 -4.0492 0.1609 2.1807 -0.61
S 0.119604 0.022033 0.663350 4.0787 -0.2294 -1.8549 -0.28
I -1.025571 -1.890666 -0.118162 -0.0123 0.0524 -0.1336 0.45
I -1.061344 1.902880 -0.125515 -0.0171 0.0161 -0.1922 0.45



No. 3
72
Properties=species:S:1:pos:R:3:forces:R:3:lowdin_charge:R:1 method="wB97M-V/def2-TZVPD" total_energy_ha=-2569.63857 mol_weight_da=642.06 homo_energy_ev="-11.5912 / -13.1498" orbital_gap_ha="0.2231 / 0.1040" multiplicity=5 total_charge=+2 e_above_lowest_ev=0.929
Pd 0.184824 0.332814 -0.831036 -0.0205 0.2872 -1.3318 0.50
C -2.016656 1.732272 -7.370870 -0.3373 0.2142 -0.1610 -0.09
C -2.149494 0.440331 -7.058676 -0.2081 0.3080 -0.3257 -0.12
C -1.342871 -0.620151 -7.737654 -0.0306 -0.5259 -0.0161 -0.18
C 0.134420 -0.278629 -8.024916 0.3536 -0.3991 -0.7503 -0.19
C 0.891196 0.483407 -6.969037 0.0443 0.4464 -0.1273 -0.12
C 0.975254 1.819679 -7.005142 -0.0141 -0.5029 -0.3783 -0.09
C 0.304533 2.603017 -8.112019 0.1622 0.6443 -0.0868 -0.17
C -1.148203 2.227741 -8.482693 -0.2726 0.3446 -0.6730 -0.18
C 1.562946 0.953188 0.577670 2.2980 0.6025 3.1662 -0.14
H -2.621867 2.521187 -6.914678 0.1228 -0.4267 -0.1504 0.10
H -2.939889 0.090151 -6.391273 0.2259 0.3179 -0.2697 0.09
H -1.822592 -0.870522 -8.702228 0.1279 -0.0230 0.3133 0.13
H -1.391936 -1.540788 -7.139872 -0.0051 0.0761 -0.0729 0.10
H 0.662072 -1.224296 -8.225096 -0.1776 0.1885 0.1198 0.12
H 0.173313 0.258730 -8.990166 0.2455 -0.2934 0.6272 0.10
H 1.455773 -0.113520 -6.251557 -0.0656 0.2743 -0.0320 0.08
H 1.592730 2.398722 -6.313205 -0.1646 -0.3537 -0.0453 0.10
H 0.886610 2.520703 -9.050343 -0.0192 0.0472 0.4693 0.13
H 0.317948 3.670294 -7.853233 0.0861 -0.2532 -0.0006 0.11
H -1.629757 3.134654 -8.893793 0.2481 -0.3592 0.1655 0.13
H -1.147406 1.507465 -9.318218 -0.1403 0.3093 0.4326 0.11
H 1.007458 1.606832 1.247280 0.0252 0.0277 -0.0412 0.02
H 2.479211 1.420899 0.200754 -0.4480 -0.1187 -0.2266 0.02
H 1.769896 -0.036186 1.011176 -0.2256 0.2950 -0.0734 0.02
P 1.670171 -0.451393 -2.241943 1.8854 0.8830 -0.0571 0.87
P -1.348547 -0.857610 -1.963016 -0.2280 0.3502 0.4530 0.89
N 2.643780 0.860692 -2.692875 0.3275 -0.1328 -0.2541 -0.25
N 2.799447 -1.595495 -1.631818 0.1270 0.0377 -0.2569 -0.22
N -2.164245 0.485994 -2.685601 -0.0204 -0.2056 -0.0946 -0.22
N -2.666580 -1.800739 -1.405353 -1.5004 -1.0604 -0.8589 -0.21
C 0.830332 -1.128436 -3.668369 0.1116 -0.6855 -0.6281 -0.33
C -0.519495 -1.772124 -3.281487 -0.2234 -0.5018 -0.3749 -0.32
C 2.550781 2.182307 -2.210327 0.6769 0.2660 -0.7136 -0.15
C 3.553647 2.930443 -2.800732 -0.7975 -0.9986 0.2186 -0.05
C 4.298056 2.049335 -3.659228 -0.6442 -0.8823 0.1708 -0.05
C 3.733164 0.787497 -3.568791 0.2037 1.1823 0.0460 -0.10
C 3.635456 -1.414226 -0.506129 0.1164 -1.3446 0.0600 -0.11
C 4.267480 -2.625671 -0.229066 -1.1799 1.0708 -0.9670 -0.04
C 3.846347 -3.569963 -1.234666 -0.7195 1.1562 -0.1704 -0.05
C 2.971149 -2.908837 -2.083993 0.4994 -0.5286 0.9087 -0.12
C -2.237987 1.792842 -2.175608 0.4079 -0.1637 -0.4680 -0.09
C -2.640035 2.640049 -3.191925 -0.1203 -0.8391 -0.3284 -0.01
C -2.881175 1.832555 -4.341049 0.2166 0.1878 0.8511 -0.01
C -2.582993 0.522191 -4.006657 0.0867 0.2224 0.4063 -0.10
C -3.808287 -2.090778 -2.185022 0.9933 0.2722 0.9618 -0.01
C -4.708191 -2.799775 -1.399666 0.5139 -0.2644 1.4588 0.02
C -4.101858 -2.995472 -0.112963 -0.5817 0.1530 -1.4285 0.00
C -2.851878 -2.393378 -0.142506 0.0954 0.6667 -0.9778 -0.03
H 1.491304 -1.853071 -4.153096 -0.3313 0.0098 -0.3276 0.09
H 0.670360 -0.293602 -4.367747 0.0864 -0.0950 0.2711 0.08
H -1.180198 -1.865831 -4.149554 0.2856 -0.1428 -0.0464 0.08
H -0.389507 -2.785438 -2.862688 0.0205 0.2707 -0.1375 0.11
H 1.811806 2.457934 -1.467137 0.0852 0.0134 -0.3564 0.08
H 3.718643 3.987669 -2.645655 0.0420 -0.1734 0.0171 0.11
H 5.140224 2.322186 -4.279857 -0.0760 -0.0826 0.1159 0.11
H 3.983474 -0.159494 -4.030772 0.0878 0.2246 0.0238 0.12
H 3.695958 -0.462563 -0.000899 0.0478 -0.1462 -0.1456 0.09
H 4.920161 -2.821031 0.607118 0.0750 0.0916 -0.1299 0.11
H 4.137180 -4.606749 -1.273099 0.0165 0.0447 -0.2234 0.11
H 2.447834 -3.240250 -2.965226 0.0796 -0.1912 0.0810 0.10
H -1.939337 2.009753 -1.158215 -0.1667 -0.0572 -0.0989 0.10
H -2.739032 3.714940 -3.147528 -0.0668 -0.1423 0.1591 0.12
H -3.171431 2.183822 -5.309175 -0.2707 -0.0658 0.1300 0.08
H -2.568771 -0.381944 -4.595798 -0.0715 0.2690 0.0555 0.08
H -3.858757 -1.768810 -3.215428 -0.1033 -0.0992 0.1115 0.12
H -5.683134 -3.144672 -1.704952 0.0284 -0.0140 -0.0188 0.13
H -4.538268 -3.531088 0.714260 0.0666 0.0343 0.0227 0.12
H -2.072577 -2.302350 0.607616 -0.2604 -0.1504 -0.2042 0.11
S -1.920620 -0.248811 3.405503 0.1673 0.0355 0.2537 0.92
C -1.363758 -0.032211 1.923137 0.2164 0.0586 -2.6412 -0.78
N -1.068004 0.103810 0.761107 -2.0155 0.3394 4.6002 -0.04



No. 4
69
Properties=species:S:1:pos:R:3:forces:R:3:lowdin_charge:R:1 method="wB97M-V/def2-TZVPD" total_energy_ha=-1774.32541 mol_weight_da=502.57 homo_energy_ev=-10.3210 orbital_gap_ha=0.1794 total_charge=+1
C -5.259391 2.085476 -3.354817 -0.4091 -0.7053 0.4584 -0.03
N -3.877290 2.449689 -3.541791 0.0577 0.7584 -0.6211 -0.15
C -3.391293 2.476881 -4.911399 -0.0975 0.7140 0.6731 -0.03
C -2.839266 1.130852 -5.274217 0.5488 -1.6908 -0.1042 -0.53
F -2.383655 1.052843 -6.552141 -0.4851 0.1510 1.2605 0.14
F -1.803237 0.801360 -4.431016 -0.7422 0.2557 -0.8502 0.12
F -3.794458 0.158279 -5.095823 0.8943 0.7686 -0.3626 0.11
C -3.037258 2.624088 -2.467414 0.2609 -0.0256 0.3729 -0.21
C -2.304493 3.821616 -2.258733 0.1573 -0.2023 -0.0142 0.03
C -1.483625 3.933925 -1.155557 -0.0376 -0.0426 -0.1249 0.00
C -1.293445 2.837494 -0.248520 0.6048 0.0504 -0.1600 -0.18
C -0.535648 3.039431 0.932050 -0.2357 -0.2977 -0.6221 0.11
C -0.347250 2.139569 2.016356 -0.0682 -0.2287 0.9298 -0.18
C 0.651787 2.434881 3.002716 -0.1420 0.0637 -0.5096 0.01
C 0.934316 1.558755 4.031316 -0.2458 -0.7567 0.1505 0.03
C 0.264449 0.304384 4.099377 -0.3384 0.8341 -1.0771 -0.21
N 0.476134 -0.611751 5.121562 0.1417 -0.0991 1.3020 -0.18
C 1.482939 -1.641315 5.014986 0.1999 -0.2834 -0.3258 -0.04
C -0.385371 -0.680390 6.294438 0.5751 0.6031 -0.6443 -0.04
C -1.644635 -1.463095 6.065062 -1.1709 -0.8938 -0.3234 -0.54
F -2.261097 -1.811513 7.232346 0.5521 0.4027 -1.2009 0.13
F -2.535208 -0.732975 5.314151 0.5127 -0.6945 0.6840 0.10
F -1.395005 -2.615227 5.360878 -0.3742 0.8903 0.6642 0.11
C -0.686878 -0.016313 3.107353 0.2907 -0.0009 0.4642 0.03
C -1.088277 0.931661 2.195138 0.1424 0.0093 -0.5228 0.01
C -1.880000 1.586381 -0.621425 -0.8467 -0.0759 0.0854 0.02
C -2.873276 1.538223 -1.575472 0.1887 0.0405 0.2532 0.03
H -5.580022 2.371810 -2.346080 0.0235 -0.0304 -0.2807 0.11
H -5.862573 2.633468 -4.085747 0.0011 -0.0997 0.1640 0.10
H -5.428415 1.008576 -3.486629 -0.1433 0.1948 0.0024 0.09
H -4.239915 2.694150 -5.566239 0.3460 0.1600 -0.1038 0.15
H -2.584812 3.211780 -5.000365 -0.1930 -0.0554 -0.3053 0.15
H -2.469317 4.656237 -2.944748 0.2050 -0.2607 0.2613 0.13
H -0.960644 4.874207 -0.967410 -0.2532 -0.2447 0.0623 0.12
H 0.002818 3.987210 0.994632 -0.2033 -0.0879 0.0714 0.13
H 1.215550 3.365307 2.914604 -0.1595 -0.2194 0.0233 0.13
H 1.688992 1.782683 4.788238 -0.2744 0.0301 -0.2461 0.13
H 2.200597 -1.375172 4.229904 -0.1031 -0.0942 0.2259 0.10
H 2.006545 -1.714052 5.972714 0.1313 -0.1050 -0.1547 0.09
H 1.040833 -2.619191 4.775838 0.2174 0.1231 -0.0001 0.09
H 0.179976 -1.176876 7.089402 -0.1729 0.2667 0.0468 0.15
H -0.692451 0.335798 6.572223 0.0960 -0.2662 0.3067 0.15
H -1.090375 -1.033863 3.126558 -0.2568 0.6071 0.0611 0.13
H -1.980233 0.729025 1.605618 0.3354 0.1141 0.2236 0.11
H -1.547801 0.652527 -0.168055 -0.1894 0.4110 -0.1214 0.12
H -3.486929 0.649678 -1.751795 0.6139 0.1206 -0.0258 0.14
C -1.891560 6.657543 6.003687 0.0165 -0.0119 0.1655 -0.07
C -2.828810 6.379157 4.835657 0.1401 0.3080 -0.3338 -0.41
C -3.792948 5.246316 5.143578 -0.0876 0.0739 0.1171 -0.08
C -2.028714 6.096124 3.550748 0.6374 -0.0512 0.9100 -0.36
C -1.137520 7.295211 3.138671 -0.4408 0.0130 0.0008 -0.13
C -1.252716 7.370494 1.609987 0.1408 -0.4471 -0.2191 -0.16
C -2.570260 6.634549 1.265185 -0.2099 1.0528 -0.4434 -0.22
N -2.847463 5.843155 2.414278 -0.5478 -0.8103 -0.2828 -0.03
H -1.230393 5.799057 6.185782 -0.0968 0.1172 0.0034 0.08
H -1.263795 7.538437 5.824817 -0.1080 -0.1760 0.0456 0.07
H -2.471537 6.838376 6.915823 0.1636 -0.0354 -0.1009 0.08
H -3.414542 7.295249 4.638067 0.0885 -0.2511 0.0173 0.15
H -3.257540 4.303681 5.310917 -0.0439 0.0772 0.0156 0.08
H -4.360157 5.489272 6.047467 -0.0011 -0.1812 -0.1061 0.08
H -4.503758 5.107726 4.324097 0.0119 -0.0366 0.1435 0.07
H -1.370325 5.224198 3.765197 -0.0969 0.1245 0.0876 0.13
H -1.522068 8.220800 3.590962 0.0563 -0.2543 -0.0650 0.12
H -0.108628 7.159146 3.484583 -0.1637 0.1087 -0.0970 0.11
H -1.248097 8.397197 1.235216 0.0622 -0.1917 0.0195 0.11
H -0.403443 6.838224 1.159558 -0.1101 0.1369 -0.0292 0.09
H -3.366960 7.387803 1.099761 0.2229 -0.2181 -0.1450 0.11
H -2.497237 6.038951 0.341719 0.0419 0.1348 0.1434 0.08
H -3.491869 5.062882 2.369503 0.3704 0.4100 0.1073 0.12